(1)
C29H20BrF10N5Pd | the ωB97M-V functional and the def2-TZVPD basis

The geometry in XYZ format:
```
66
Properties=species:S:1:pos:R:3:forces:R:3
N 0.95538 0.20500 -1.33283 0.7 1.1 -0.2
C -1.04365 -2.77773 2.19703 0.5 -0.2 0.5
C 2.31245 0.40777 -3.30444 0.3 0.7 0.1
C -0.47445 3.43409 2.34926 0.1 -0.5 -0.3
C -1.32656 -3.44606 -0.10742 0.2 -0.1 -0.3
H -0.27436 -3.70872 -0.16411 0.0 0.0 0.1
C 2.58995 -2.14711 0.12285 -0.3 0.4 0.2
H 1.29620 2.93970 0.57358 -0.1 0.1 -0.1
C -1.87229 -0.52603 -2.94044 0.1 0.2 0.4
H -1.90010 -4.33842 0.17352 0.0 0.1 0.1
F -1.77255 2.50945 -1.00969 0.1 0.2 -0.1
H -1.32802 -3.81408 2.42850 -0.1 0.1 0.0
C 0.83852 2.01524 0.23804 -1.8 -0.2 2.3
H -2.50964 1.27746 4.81084 0.0 0.0 0.0
C -1.71765 3.21931 4.37932 -0.1 -0.1 0.1
C -1.44330 -0.05619 -4.16839 -0.1 0.3 0.0
C 4.01772 0.16171 0.59515 -0.1 -0.1 -0.1
F -0.68367 1.72705 -5.52304 0.0 0.0 0.0
C -1.00057 4.00153 3.48909 0.0 0.1 0.3
N -1.53377 -2.37650 0.86909 0.1 0.6 0.3
C 1.44684 -0.27722 -2.46650 -0.2 -0.2 0.1
C -2.94498 -1.96639 0.90715 -0.7 0.2 -0.3
N 0.84957 -1.32911 1.70551 0.2 0.1 0.6
H -0.84766 5.05259 3.68971 0.0 0.0 0.0
C 2.25402 2.20095 -1.74398 -0.7 0.0 0.9
H 0.96437 -3.46184 1.76433 -0.1 0.0 0.0
C 2.83483 -0.08281 1.26287 -0.2 -0.5 0.1
C 2.02673 -1.22137 1.02947 1.3 -0.2 0.1
F -1.33566 -0.91076 -5.19171 0.0 0.1 0.0
C -1.93397 1.87472 4.11779 0.0 0.3 0.2
F -0.94623 3.43433 -3.38946 0.0 0.0 0.0
H -3.61155 -2.84114 0.92439 0.1 0.0 0.1
H -1.56348 0.25486 2.77540 0.1 0.2 0.0
C 0.47253 -2.61909 2.25866 0.0 -0.2 0.1
H 2.65864 -0.03597 -4.22477 0.0 -0.1 0.0
F 5.61947 -0.51392 -1.01656 0.0 0.0 0.0
H 2.54515 3.18395 -1.40261 0.1 0.1 0.0
F 4.71717 1.27238 0.85480 0.0 0.0 0.0
C -3.27278 -1.08744 -0.29855 -0.3 0.0 -0.1
F 2.44394 0.77135 2.22423 0.2 0.1 -0.1
C -1.09862 1.27703 -4.33438 -0.2 -0.2 0.2
H -3.46674 -1.70337 -1.18008 0.0 0.0 0.1
H 0.05449 4.06850 1.65559 0.0 0.1 0.0
H -1.49260 -2.13346 2.95955 0.0 0.0 -0.2
C 2.72500 1.68535 -2.92608 0.0 -0.7 -0.5
H 0.78292 -2.64738 3.31328 -0.1 -0.2 0.0
C 3.76785 -1.91388 -0.56023 0.1 0.2 0.2
H 1.13051 -1.28183 -2.72802 0.0 0.0 0.0
Br -2.42119 3.98693 5.96744 0.1 0.0 -0.2
H -1.64421 -3.12312 -1.09461 0.0 0.1 0.0
F -2.13298 -1.85087 -2.86996 0.1 0.0 0.0
H 3.40698 2.25001 -3.54570 0.0 0.0 0.0
C -0.63489 2.06436 2.07221 -0.7 1.1 1.6
C -1.62533 1.64184 -2.02244 -0.3 -0.4 0.0
C 1.34742 1.45363 -0.96700 0.9 -1.2 -1.9
H -4.20622 -0.54843 -0.07906 -0.1 -0.2 0.0
Pd -0.60693 -0.47588 0.65776 -1.6 -1.6 -0.6
H -3.12862 -1.39022 1.81958 0.2 -0.1 -0.1
C -1.21797 2.13201 -3.24520 0.1 -0.2 -0.1
N -2.22041 -0.10793 -0.51033 -0.2 0.1 0.4
C -1.40188 1.31235 2.97787 0.3 -0.2 -0.5
F 1.92501 -3.27980 -0.19205 0.0 0.1 -0.1
F 4.19476 -2.81007 -1.45589 0.0 0.1 0.0
N -0.10473 1.45736 0.95386 2.4 0.3 -2.0
C -1.92695 0.27888 -1.77895 -0.2 0.4 -1.0
C 4.48878 -0.74752 -0.34328 -0.2 -0.1 0.1
```
Forces are in eV/Å.

## Properties
- HOMO level: -7.1 eV
- LUMO level: -1.366 eV
- Orbital gap: 5.69 eV

=====

(2)
C29H20N3O2PdS | the ωB97M-V functional and the def2-TZVPD basis

The geometry in XYZ format:
```
56
Properties=species:S:1:pos:R:3:forces:R:3
N -2.50562 -0.27660 1.33870 0.1 0.2 -0.3
C 0.17493 -4.33514 -2.38344 0.0 0.0 0.0
C 1.79372 0.38977 -3.48488 0.0 0.0 0.0
C -2.44612 0.74869 -1.12265 -0.2 0.0 -0.1
C 2.68570 1.30414 -4.01823 0.0 0.0 0.0
H 3.22757 1.04077 -4.92047 0.0 0.0 0.0
C -2.60804 1.36347 -2.39776 0.0 0.0 0.0
C 2.09228 0.62282 2.97069 0.0 0.0 0.0
H -4.31173 1.89215 -3.67600 0.0 0.0 0.0
H 3.58867 3.25505 -3.84925 0.0 0.0 0.0
H 1.64391 -0.55940 -3.98219 0.0 0.0 0.0
N 0.10664 -0.16023 -1.79619 0.2 0.3 0.2
C 3.00016 2.42387 4.28327 0.0 0.0 0.0
H 2.30661 -4.16703 -2.20243 0.0 0.0 0.0
C 0.15898 -1.53560 -2.01813 0.0 0.0 0.0
C -1.03274 -2.25668 -2.18838 0.0 0.0 0.0
C -3.91430 1.46560 -2.76816 0.0 0.0 0.0
H 4.52795 -0.53434 4.96866 0.0 0.0 0.0
C 2.11958 1.95536 3.33405 0.0 0.0 0.0
O 0.80245 3.83297 2.56749 0.0 0.0 0.0
C -3.44375 -1.54262 3.12056 0.0 0.0 0.0
H -5.54280 -1.97860 2.96213 0.0 0.0 0.0
C 1.05079 2.64639 2.50130 0.0 0.0 0.1
N 0.44213 1.70504 1.69857 0.2 0.0 0.2
H -5.77476 -0.81988 0.77587 0.0 0.0 0.0
H -3.29587 -2.04873 4.06381 0.0 0.0 0.0
C -3.65907 0.40780 -0.57324 0.0 0.0 0.0
C 1.26642 1.94880 -1.73662 0.0 0.0 0.0
C -2.37906 -0.91745 2.49401 0.1 0.1 0.1
C 1.35830 -2.26185 -2.02611 0.0 0.0 0.0
C 2.94335 -0.30237 3.53506 0.0 0.0 0.0
C -1.02278 -3.62924 -2.36471 0.0 0.0 0.0
S -4.99126 0.82293 -1.59319 0.0 0.0 0.0
H -1.78105 1.70332 -3.00496 0.0 0.0 0.0
C -4.82460 -0.84827 1.29260 0.0 0.0 0.0
C 1.01545 0.51813 1.92781 0.0 0.0 -0.1
H -1.96774 -1.70980 -2.17085 0.0 0.0 0.0
C -3.70639 -0.24656 0.71689 0.0 0.0 0.0
H 2.28999 -1.73487 -1.86544 0.0 0.0 0.0
H 0.18188 -5.40920 -2.52128 0.0 0.0 0.0
O 0.69475 -0.54158 1.34913 -0.2 0.3 -0.2
C 1.36162 -3.63527 -2.21100 0.0 0.0 0.0
H -1.38184 -0.91989 2.91795 0.0 0.0 0.0
H 2.28954 3.81352 -1.79821 0.0 0.0 0.0
H 3.01367 3.47117 4.55763 0.0 0.0 0.0
Pd -0.92035 0.26162 -0.07195 -0.1 -1.1 0.2
H 4.57657 1.82849 5.61821 0.0 0.0 0.0
C 2.88692 2.54625 -3.42822 0.0 0.0 0.0
C 3.86749 1.50007 4.86775 0.0 0.0 0.0
H 0.71816 2.20316 -0.83572 0.0 0.0 0.0
C 1.05946 0.68135 -2.31471 0.0 0.1 -0.1
C -4.68731 -1.49738 2.50453 0.0 0.0 0.0
C 3.83997 0.15859 4.49960 0.0 0.0 0.0
H 2.91578 -1.34221 3.23503 0.0 0.0 0.0
C 2.15873 2.85332 -2.28429 0.0 0.0 0.0
H -1.96293 -4.15385 -2.49263 0.0 0.0 0.0
```
Forces are in eV/Å.

## Properties
- Total charge: -1
- HOMO level: -3.8 eV
- LUMO level: 2.450 eV
- Orbital gap: 6.20 eV

=====

(3)
C29H20N5O2Ru | the ωB97M-V functional and the def2-TZVPD basis

The geometry in XYZ format:
```
57
Properties=species:S:1:pos:R:3:forces:R:3
C 3.58275 2.58396 0.31865 0.0 0.0 -0.1
N 1.39435 1.42642 0.68529 -0.3 0.4 0.6
H 1.94418 -3.94102 -2.58967 0.0 0.0 0.0
H 5.48261 3.36888 -0.25402 0.0 0.0 0.0
H -2.87403 0.58376 -1.34581 0.0 0.0 0.0
H -2.27849 3.40029 4.53803 0.0 0.0 0.0
H -3.40205 -2.91095 2.12826 0.0 0.0 0.0
C -0.18957 1.96595 2.31978 0.2 -0.1 -0.1
C 1.70073 -2.39041 2.91570 0.0 0.0 0.0
C -2.02348 -1.59039 1.11981 0.1 0.1 0.0
H -1.50122 -3.44201 3.16937 0.0 0.0 0.0
H 4.28317 -0.18353 -2.33200 0.0 0.0 0.0
C -0.63859 -2.89066 2.82373 0.0 0.0 0.0
C -2.33645 1.67423 1.63325 0.1 0.1 -0.1
C -1.87381 -0.60818 0.14277 -0.5 -0.2 0.0
H 0.73329 -3.84257 4.16511 0.0 0.0 0.0
H -3.87900 2.54289 2.80512 0.0 0.0 0.0
H 3.39280 3.34064 1.06318 0.0 0.0 0.0
C 1.51039 -1.46561 1.90996 -0.1 0.0 0.0
H 2.69139 -2.53337 3.32138 0.0 0.0 0.0
H 5.92435 1.62006 -1.93808 0.0 0.0 0.0
H 2.32062 -0.87421 1.50929 0.0 0.0 0.0
O 3.20930 -2.12566 -1.45973 0.0 0.0 0.0
H -5.34645 -2.14794 0.83673 0.0 0.0 0.0
H 0.19439 3.00842 4.11382 0.0 0.0 0.0
N -1.02845 1.44855 1.41446 -0.4 -0.3 0.3
C -0.58162 2.65054 3.45163 0.0 0.0 0.0
H -2.29392 -1.65769 -1.93787 0.0 0.0 0.0
Ru 0.02660 0.06320 -0.05896 0.6 0.9 -0.8
N 1.83326 -0.31561 -0.99566 0.0 -0.7 -0.4
C 4.75334 2.58777 -0.42144 0.1 -0.1 -0.1
C 4.08698 0.58774 -1.60426 -0.1 0.0 0.0
C -0.18865 -4.04385 -2.99744 0.0 0.0 0.0
C -1.92820 2.86313 3.66681 0.0 0.0 0.0
C -1.36669 -2.17484 -2.08418 0.1 0.1 -0.1
C -0.78191 -1.95246 1.81659 -0.1 0.0 -0.1
C 2.66214 1.57182 0.07553 0.1 -0.3 -0.1
C -4.22865 -0.73600 -0.33279 0.0 0.0 0.0
O 2.11362 2.22657 2.74151 0.0 0.1 0.0
H -2.30577 -3.70105 -3.22268 0.0 0.0 0.0
C 0.88411 -2.29827 -1.79571 0.1 0.1 0.2
C 2.90896 0.59374 -0.86706 0.0 0.1 0.3
C 5.00271 1.60042 -1.37218 0.0 0.1 0.1
H -5.09183 -0.40568 -0.89661 0.0 0.0 0.0
C 1.24961 1.86724 1.96855 0.1 -0.1 -0.2
C 2.12125 -1.59481 -1.37293 0.0 0.2 0.1
C -2.98105 -0.18141 -0.58358 0.1 0.0 0.0
C -2.81356 2.38363 2.71770 0.0 0.0 0.0
N 0.29316 -1.25927 1.37961 0.3 -0.2 0.2
N -0.25251 -1.63214 -1.56056 -0.4 -0.4 0.2
C -1.36989 -3.34713 -2.81395 0.0 0.0 0.0
C -4.37286 -1.71767 0.64365 0.0 0.0 0.0
H -0.16855 -4.97722 -3.54398 0.0 0.0 0.0
C 0.96582 -3.49500 -2.47736 0.0 0.0 0.0
C -3.27583 -2.14721 1.37124 0.0 0.0 0.0
C 0.61112 -3.11134 3.37730 0.0 0.0 0.0
H -3.03833 1.29508 0.91719 0.0 0.0 0.0
```
Forces are in eV/Å.

## Properties
- Total charge: +1
- HOMO level: -10.2 eV
- LUMO level: -3.892 eV
- Orbital gap: 6.28 eV

=====

(4)
C29H21BrCl5N3O3PtS3 | the ωB97M-V functional and the def2-TZVPD basis

The geometry in XYZ format:
```
66
Properties=species:S:1:pos:R:3:forces:R:3
C -0.29188 2.26103 -2.81432 0.1 -1.1 -0.9
C 0.47915 -0.02811 -2.92161 0.0 -0.4 -0.4
H -3.99787 1.56144 -0.51690 0.0 0.0 -0.1
H -1.32829 1.39772 0.79577 0.2 0.0 -0.1
H 5.54721 0.33712 3.96796 0.1 0.0 0.1
H 0.60328 4.56355 -0.65667 -0.1 -0.3 0.0
C -3.75919 1.19576 1.58634 -0.1 0.2 -0.2
C -0.34761 -1.77527 3.45129 0.4 -0.4 -0.1
O -0.62754 -2.69482 0.46386 -0.3 0.0 -0.7
C 5.60430 0.10676 2.91224 -0.1 0.0 0.0
H -2.00142 0.58970 -1.33663 0.0 0.1 0.1
Cl -1.08045 -0.22662 3.56314 -0.9 0.3 0.6
Cl 2.77272 -3.31790 1.58373 0.3 -0.1 -0.2
Pt 1.23448 -0.15205 1.63028 1.1 -0.9 -0.4
C 5.67710 -0.46360 0.22210 0.1 0.1 0.1
H -1.24146 0.76812 -5.71923 0.0 0.0 0.1
C -3.60499 -1.65825 -3.31430 0.2 -0.1 0.2
H 7.73623 -0.04375 2.87078 0.0 0.0 0.0
C -3.23497 -0.43485 -2.78120 -0.3 0.1 -0.2
C -0.22787 -4.07668 4.07836 0.0 0.1 -0.1
H -3.46635 1.72647 2.49301 0.0 0.0 0.1
H 7.80051 -0.57148 0.43724 0.0 0.0 0.0
H 1.00684 -0.84747 -2.45686 0.1 0.0 0.1
H -4.74163 0.75411 1.75420 0.0 -0.1 0.0
C -2.54211 2.98475 0.22020 -0.3 0.4 -0.2
C -2.34233 -0.35239 -1.73437 0.1 -0.8 0.2
C -0.10916 2.80227 0.12035 0.8 -0.8 1.9
C 6.81915 -0.10645 2.29559 0.3 0.0 0.1
H 5.68527 -0.67729 -0.83793 0.0 0.0 -0.1
C 1.38326 -3.12632 2.56441 -0.1 0.3 0.2
C 6.85370 -0.39916 0.93684 0.3 0.0 0.0
C -3.80553 2.13931 0.38712 0.2 0.0 0.1
H -3.05701 0.38287 1.42276 0.1 -0.1 0.1
C 0.89725 -4.21867 3.27460 -0.1 0.4 -0.1
Br -4.03188 1.14540 -3.49795 -0.1 -0.1 0.0
N 0.12306 3.70281 -0.89150 -0.4 0.6 -0.6
Cl -0.84317 -5.42274 4.95167 -0.2 -0.4 0.2
C -2.32159 -2.74278 -1.77945 0.3 0.0 0.4
S 2.95503 0.34997 3.12655 -1.1 -0.3 -0.3
H 0.89939 1.26735 -1.30965 0.2 -0.1 0.2
C -1.86465 -1.56053 -1.20566 -0.4 0.4 -0.4
C 4.43755 -0.23171 0.82560 0.0 0.1 -0.1
Cl 1.66669 -5.75172 3.16038 0.2 -0.3 0.0
H -2.48117 3.68662 1.07303 0.1 -0.1 -0.1
H -1.39001 2.92927 -4.52181 0.0 0.0 0.0
S 3.03948 -0.27689 -0.19264 -0.6 0.4 -0.4
H -0.06963 -1.14339 -4.67096 0.0 -0.1 0.0
N -3.15041 -2.80375 -2.80798 -0.4 0.1 -0.6
C -0.85870 -2.84280 4.17262 0.2 0.0 -0.2
C -0.88600 -1.61065 -0.05337 0.1 -0.7 0.6
C 0.76161 -1.88065 2.61477 -0.2 0.8 0.7
C -0.78137 0.88426 -4.74341 -0.1 -0.2 -0.3
N -1.33583 2.17723 0.14391 0.2 0.0 -0.1
O -0.44150 -0.47207 0.29351 0.4 0.7 0.1
H -4.63733 2.83750 0.50727 0.0 0.0 -0.1
Cl -2.25040 -2.65741 5.16677 -0.3 0.0 0.2
H -2.62143 3.58259 -0.69582 -0.1 0.0 0.2
H -4.28029 -1.73279 -4.15823 0.0 0.1 0.0
C -0.12011 -0.18958 -4.16398 0.2 0.2 0.2
C -0.86907 2.09102 -4.08100 0.1 0.4 0.4
C 4.40527 0.04751 2.20446 0.2 -0.1 -0.1
C -0.28941 3.59926 -2.21898 -0.2 1.6 0.1
S 1.05863 2.49689 1.29034 -0.6 0.3 -0.9
O -0.52440 4.63385 -2.85181 0.3 -1.0 0.4
C 0.40002 1.17588 -2.25950 0.0 0.7 0.1
H -1.99116 -3.68780 -1.36934 0.1 0.0 0.1
```
Forces are in eV/Å.

## Properties
- Total charge: -2
- HOMO level (spin up / spin down): -0.6 / -0.6 eV
- LUMO level (spin up / spin down): 3.704 / 3.704 eV
- Orbital gap (spin up / spin down): 4.31 / 4.31 eV

=====

> Number 2 is which compound?

C29H20N3O2PdS